[1]
# C7H11N

A single C7H11N molecule at a distorted geometry (wB97M-V/def2-TZVPD, the OMol25 dataset).

```
! wB97M-V def2-TZVPD RIJCOSX def2/J DEFGRID3
* xyz 0 1
C -2.00186 0.42422 0.05957
C -0.65372 -0.14063 -0.16431
C 0.61135 0.22221 -1.17164
C 0.58555 1.62271 -0.32153
C 0.05719 0.59988 0.87788
C 1.28050 -0.32649 1.03623
C 1.55564 -0.62451 -0.26437
H -2.11206 1.57028 0.16663
H -2.71287 0.07740 -0.83241
H -2.67581 0.08058 0.93351
H -0.85637 -2.26264 -0.93890
H -1.42164 -1.95078 0.68555
H 0.60546 0.03045 -2.19270
H 1.61075 1.94901 0.14015
H -0.07630 2.56001 -0.59574
H -0.50880 0.90858 1.78691
H 1.71937 -0.70647 2.05240
H 2.22290 -1.48024 -0.71930
N -0.62894 -1.63436 -0.11387
*
```

The SMILES is C[C@@]1(N)[C@@H]2C=C[C@H]1C2. For the HOMO-LUMO gap, the calculation gives 8.9 eV. The HOMO energy comes out at -7.845 eV. The value obtained for the LUMO energy is 1.04 eV. As for the energy above the lowest of the compared OMol25 structures with the same formula, charge and spin: 573.5 kJ/mol. For the maximum force, the calculation gives 6.60 eV/A.

These are the Löwdin partial charges, in e, on atoms 1 to 2: number 1, C, carries -0.1133; number 2, C, carries -0.5794

=====

[2]
# C7H11N

2 unconnected molecules or ions with the total composition C7H11N at a distorted geometry (wB97M-V/def2-TZVPD, the OMol25 dataset).

```
! wB97M-V def2-TZVPD RIJCOSX def2/J DEFGRID3
* xyz 0 1
C -0.38700 2.72510 0.35865
C -0.28609 1.54923 0.19250
C 0.08146 0.06847 -2.31298
C -1.80172 -0.93589 0.68688
C 2.06371 -0.07070 0.39416
C -0.31872 -1.17988 0.92029
C 0.65433 -0.34934 0.00718
N 0.33313 -0.65333 -1.32601
H -0.68382 3.75876 0.67552
H 0.04248 -0.26711 -3.30592
H -0.33909 1.05133 -2.28346
H -1.87794 0.15826 0.63805
H -2.28907 -1.52337 -0.13154
H -2.34089 -1.15150 1.56842
H 2.60747 -1.00851 0.34042
H 2.66101 0.40468 -0.34380
H 2.01541 0.43633 1.31365
H -0.12050 -0.85159 1.94639
H -0.01415 -2.16096 0.66159
*
```

For the HOMO-LUMO gap, the calculation gives 10.3 eV. The HOMO energy comes out at -9.378 eV. The value obtained for the LUMO energy is 0.89 eV. As for the energy above the lowest of the compared OMol25 structures with the same formula, charge and spin: 557.3 kJ/mol. For the maximum force, the calculation gives 5.79 eV/A.

These are the Löwdin partial charges, in e, on atoms 1 to 2: number 1, C, carries -0.0426; number 2, C, carries -0.1100

=====

[3]
# C7H11N2O

A gas-phase ion, C7H11N2O (charge -1) at a distorted geometry (wB97M-V/def2-TZVPD, the OMol25 dataset).

```
! wB97M-V def2-TZVPD RIJCOSX def2/J DEFGRID3
* xyz -1 1
C -0.55211 2.32201 -0.97728
C 0.02704 1.39823 1.21062
C -0.80273 0.06771 0.95581
C 0.50672 1.72616 -0.19753
C 0.01260 -0.70041 -0.03873
C -0.79112 -1.18067 -1.36798
C 0.75759 -1.88708 0.48339
N -1.35156 2.71698 -1.68433
N 1.05139 0.25917 -0.74087
O 2.17606 0.16786 -0.12150
H -0.63715 2.11106 1.72679
H 0.86094 1.18550 1.91139
H -1.08066 -0.52555 1.87175
H -1.82054 0.28740 0.41932
H 1.41467 2.27721 -0.16523
H -1.85087 -0.78929 -1.35729
H -0.75503 -2.21900 -1.47590
H -0.21065 -0.88613 -2.23515
H 1.74798 -1.39236 0.66560
H 0.88684 -2.59025 -0.30637
H 0.41060 -2.34855 1.42351
*
```

The SMILES is CC1(C)CC[C@H](C#N)N1[O-]. For the HOMO-LUMO gap, the calculation gives 6.0 eV. The HOMO energy comes out at -2.115 eV. The value obtained for the LUMO energy is 3.91 eV. As for the energy above the lowest of the compared OMol25 structures with the same formula, charge and spin: 0.0 kJ/mol. For the maximum force, the calculation gives 3.75 eV/A.

These are the Löwdin partial charges, in e, on atoms 1 to 2: number 1, C, carries -0.2350; number 2, C, carries -0.1566

=====

[4]
# C7H11N2O3

A gas-phase ion, C7H11N2O3 (charge +1) at a distorted geometry (wB97M-V/def2-TZVPD, the OMol25 dataset).

```
! wB97M-V def2-TZVPD RIJCOSX def2/J DEFGRID3
* xyz 1 1
C 0.77223 0.82937 -1.02552
C 0.84211 -1.40603 -1.95328
C 0.18245 -2.73699 -0.19174
C 0.71216 1.09282 0.41259
C 1.99318 1.28463 1.16808
C -2.74892 0.39422 0.32632
C -0.53993 0.73993 1.16055
N 0.86719 0.06575 -2.05303
N 0.67383 -1.66346 -0.66018
O 0.50591 2.03142 -0.77494
O 1.09321 -2.07304 -2.87453
O -1.37318 0.04005 0.27670
H -0.05482 -2.87111 0.83712
H -0.27322 -3.54552 -0.74422
H 2.01026 2.19380 1.79961
H 2.83728 1.10969 0.58784
H 1.95175 0.59825 2.00229
H -3.33780 -0.43558 0.73198
H -2.97254 0.74638 -0.66044
H -2.84930 1.21225 0.99802
H -1.12965 1.63504 1.61805
H -0.10403 0.24009 2.00190
H 0.94184 0.51803 -2.98316
*
```

The SMILES is C=NC(=O)/[NH+]=C1/O[C@@]1(C)COC. For the HOMO-LUMO gap, the calculation gives 9.8 eV. The HOMO energy comes out at -14.196 eV. The value obtained for the LUMO energy is -4.35 eV. As for the energy above the lowest of the compared OMol25 structures with the same formula, charge and spin: 290.5 kJ/mol. For the maximum force, the calculation gives 3.62 eV/A.

These are the Löwdin partial charges, in e, on atoms 1 to 2: number 1, C, carries -0.2403; number 2, C, carries -0.4956

=====

[5]
# C7H11N3

A single C7H11N3 molecule at a distorted geometry (wB97M-V/def2-TZVPD, the OMol25 dataset).

```
! wB97M-V def2-TZVPD RIJCOSX def2/J DEFGRID3
* xyz 0 1
C 2.91330 -0.20883 -0.80281
C 1.64362 -0.52710 -0.69108
C 0.03836 1.13141 -0.35537
C -0.40805 -1.25900 -0.10638
C 0.70734 1.83741 0.82557
C -0.40569 -1.73399 1.44771
C -1.94798 0.22700 -1.25705
N 3.96463 0.34651 -0.76516
N 0.92753 -1.49426 -0.46240
N -0.88213 0.13268 -0.25000
H 0.05945 1.80945 -1.18025
H -1.20709 -1.75304 -0.67145
H 1.56458 2.59823 0.54544
H 1.00808 1.04687 1.62683
H -0.11593 2.42406 1.19214
H -0.70495 -0.94269 2.04089
H 0.54983 -2.02970 1.76134
H -1.08695 -2.65592 1.64772
H -2.82724 -0.33457 -0.93355
H -2.19510 1.27345 -1.33885
H -1.59563 0.11201 -2.27330
*
```

For the HOMO-LUMO gap, the calculation gives 8.2 eV. The HOMO energy comes out at -7.866 eV. The value obtained for the LUMO energy is 0.36 eV. As for the energy above the lowest of the compared OMol25 structures with the same formula, charge and spin: 363.7 kJ/mol. For the maximum force, the calculation gives 7.48 eV/A.

These are the Löwdin partial charges, in e, on atoms 1 to 2: number 1, C, carries -0.2299; number 2, C, carries -0.1663

=====

[6]
# C7H11N3

A gas-phase ion, C7H11N3 (charge +2) at a distorted geometry (wB97M-V/def2-TZVPD, the OMol25 dataset).

```
! wB97M-V def2-TZVPD RIJCOSX def2/J DEFGRID3
* xyz 2 1
C -2.04621 1.19721 0.44671
C -0.82096 1.78453 -0.04259
C 1.46591 1.40410 -0.55700
C 2.28741 -0.17812 0.97633
C -2.10871 -0.05980 0.88048
C 0.17021 -0.48545 -0.08298
C -0.38484 -1.29489 -1.11622
N 0.20849 0.94072 -0.21178
N 2.55974 0.79067 0.06514
N 1.17846 -0.96115 0.67421
H -2.92853 1.83274 0.37787
H -0.64526 2.78880 -0.33079
H 1.49515 2.02407 -1.36665
H 3.10642 -0.66396 1.44802
H -3.05994 -0.43679 1.21936
H -1.20337 -0.54755 1.20796
H 0.20838 -2.05824 -1.49545
H -0.90970 -0.81833 -1.94397
H -1.07156 -2.06778 -0.75546
H 3.43589 1.25354 0.09440
H 1.35463 -1.98431 0.86269
*
```

For the HOMO-LUMO gap (spin up / spin down), the calculation gives 6.8 / 6.8 eV. The HOMO energy (spin up / spin down) comes out at -16.585 / -16.549 eV. The value obtained for the LUMO energy (spin up / spin down) is -9.78 / -9.79 eV. As for the energy above the lowest of the compared OMol25 structures with the same formula, charge and spin: 457.5 kJ/mol. For the maximum force, the calculation gives 5.24 eV/A.

These are the Löwdin partial charges, in e, on atoms 1 to 2: number 1, C, carries -0.0401; number 2, C, carries 0.1329